ORCA calculation (ωB97M-V with the def2-TZVPD basis set) on a molecular structure, C53H43Br2N6O2P3S2Se2Tl in a non-equilibrium geometry.

Structure (XYZ):
```
114
Properties=species:S:1:pos:R:3:forces:R:3
Tl 13.6213 13.1032 16.5439 0.7 -0.9 0.2
Br 15.9047 14.9304 18.9046 -0.2 -0.1 0.7
C 14.7907 15.0465 20.5416 0.8 0.3 -0.3
Br 12.9946 15.3657 19.9984 -0.5 0.1 0.2
H 15.1628 15.8680 21.1726 -0.2 -0.3 -0.5
H 14.8428 14.1081 21.0786 0.0 -0.1 -0.2
Se 20.0954 10.5033 12.7053 -0.8 0.3 0.3
P 18.9498 12.3037 12.6448 1.0 -0.3 -0.7
C 20.0268 13.7347 12.8893 0.0 0.3 0.1
C 20.2132 14.2292 14.1888 0.3 0.5 -0.1
C 20.8866 15.4186 14.4018 0.0 0.1 -0.1
C 21.4050 16.1212 13.3197 0.3 0.1 0.4
C 21.2764 15.6148 12.0498 0.2 -0.3 -1.4
C 20.6007 14.4016 11.8155 0.6 0.4 -0.2
C 18.1767 12.5506 10.9973 0.0 0.0 0.6
C 17.7320 13.8217 10.6405 -0.2 -0.3 0.8
C 17.3477 14.0795 9.3592 -0.1 0.8 -1.0
C 17.3546 13.0524 8.4211 0.3 0.0 -1.3
C 17.6516 11.7481 8.8025 -0.3 -0.7 -0.4
C 18.0783 11.4991 10.1005 0.1 0.2 -0.1
C 17.6969 12.7476 13.8305 -1.1 0.6 -0.4
C 16.8586 11.9880 14.6581 0.7 1.4 -0.7
N 16.1100 12.9271 15.3196 -0.8 0.0 -0.5
N 16.3740 14.1343 14.8180 0.3 -0.5 -0.1
N 17.3235 14.0962 13.8877 -0.3 -2.4 1.2
P 16.6850 10.2116 14.9178 -0.4 -0.1 1.7
Se 15.0953 9.9979 16.3566 -0.6 0.2 0.2
C 18.1677 9.6685 15.7971 0.4 -1.0 0.1
C 18.7784 10.5664 16.6705 -0.1 0.2 -0.2
C 19.7658 10.1550 17.5414 0.6 -0.1 -0.6
C 20.2011 8.8313 17.5806 -0.3 0.5 0.3
C 19.5926 7.9314 16.7493 -0.4 -1.3 -1.1
C 18.5989 8.3332 15.8293 0.1 -0.3 0.1
C 16.2178 9.1466 13.5306 -0.2 0.4 -0.8
C 15.8801 9.7840 12.3373 -0.2 0.3 -0.7
C 15.3347 9.0383 11.2852 0.4 0.1 -0.2
C 15.2840 7.6520 11.3406 -0.3 0.3 0.3
C 15.6271 7.0116 12.5234 0.7 -0.3 0.3
C 15.9981 7.7580 13.6416 0.5 0.1 0.8
H 19.8444 13.7438 15.0755 -0.3 -0.4 -0.1
H 20.9858 15.8367 15.4014 0.0 -0.3 -0.1
H 21.9919 17.0164 13.5018 -0.2 0.0 -0.1
H 21.7195 16.1483 11.1845 -0.3 -0.4 0.7
H 20.6021 13.9839 10.7929 -0.3 0.3 0.7
H 17.6406 14.6023 11.3760 0.4 0.2 0.3
H 17.1398 15.1325 9.0907 -0.1 -0.8 -0.1
H 17.2673 13.2814 7.3380 -0.4 -0.2 0.9
H 17.5552 10.8795 8.1075 0.2 1.0 0.5
H 18.3730 10.5049 10.3982 0.1 -0.1 0.1
H 18.5246 11.6192 16.6210 -0.1 0.0 0.1
H 20.3410 10.9100 18.0335 0.0 0.3 0.6
H 20.9879 8.5200 18.2545 0.0 0.1 0.0
H 19.9209 6.8671 16.7479 -0.3 0.9 0.0
H 18.2013 7.5647 15.1413 0.2 0.7 0.5
H 16.0305 10.8702 12.1641 -0.1 -0.8 0.4
H 15.0384 9.5340 10.3672 0.1 0.1 0.1
H 14.9280 7.0724 10.4979 0.1 0.1 0.0
H 15.7469 5.9195 12.5364 -0.6 0.5 0.2
H 16.1442 7.2783 14.6311 0.0 0.2 -0.9
O 17.8775 8.5071 21.4171 -1.1 -0.3 1.1
C 16.6010 8.4215 21.9707 1.6 -1.3 0.4
O 16.4241 7.5692 22.8106 -0.1 1.1 -0.7
C 15.5400 9.2924 21.4261 -0.5 0.1 -0.6
C 14.2151 8.8903 21.6173 -1.0 -0.4 0.3
C 13.1793 9.5359 20.9427 1.1 1.1 -0.7
C 13.4513 10.6220 20.0509 2.2 -1.8 2.4
C 14.7677 11.1235 20.0707 -1.1 0.5 -1.0
C 15.7893 10.4305 20.6529 0.2 -0.4 0.9
N 12.5231 11.2729 19.3123 -3.4 0.5 -0.6
C 11.2997 10.8252 19.2858 2.6 0.7 -0.1
C 10.2354 11.6045 18.7104 -1.6 0.8 0.4
C 9.0135 11.7206 19.4317 -0.1 -0.3 -1.3
C 7.9373 12.3417 18.7849 0.7 0.4 -0.2
C 8.1807 13.0127 17.5727 0.5 -0.3 -0.2
C 9.4390 12.8549 16.9831 -0.1 0.4 0.4
N 10.4424 12.1626 17.5343 -0.2 0.4 -0.8
H 17.9576 9.1333 20.7043 -0.2 0.4 -0.5
H 13.9475 8.0548 22.3065 0.6 0.8 -0.7
H 12.1497 9.3193 21.1179 -0.3 -0.6 0.3
H 14.9365 12.0883 19.5858 0.1 -0.4 -0.2
H 16.7790 10.8358 20.5965 0.5 0.1 -0.1
H 10.9695 9.8709 19.6463 0.2 -0.6 0.6
H 8.9013 11.2419 20.4042 0.0 0.1 -0.3
H 6.9331 12.3221 19.1861 0.1 0.2 0.3
H 7.4532 13.6598 17.0640 0.1 -0.6 0.3
H 9.6708 13.3400 16.0325 -0.1 -0.1 0.2
N 11.8165 12.4206 13.6613 1.7 0.0 -1.3
C 12.3440 13.3794 13.1492 -1.8 -0.3 0.2
H 11.9974 11.4464 13.3412 -0.3 0.7 0.7
S 12.6395 14.7881 12.4364 0.3 -0.4 0.7
P 12.1860 16.6308 14.6013 1.1 2.5 1.7
S 12.7108 16.2429 16.4497 -0.2 -0.1 -1.8
C 13.2633 17.7503 13.6352 0.7 -0.6 0.3
C 14.6679 17.6750 13.8417 -0.9 -0.4 0.1
C 15.5387 18.3062 12.9857 0.2 0.7 -0.3
C 15.0423 19.0633 11.9070 0.2 -0.7 0.8
C 13.6721 19.2297 11.8025 -0.1 0.5 -0.8
C 12.7772 18.5974 12.6306 -0.8 -0.8 0.7
C 10.4748 17.1715 14.5328 -1.4 -2.2 -1.5
C 9.9272 18.1465 15.3504 1.6 1.2 0.9
C 8.5764 18.3383 15.4779 -0.7 -0.3 -0.3
C 7.6926 17.5066 14.7713 -0.3 0.8 0.8
C 8.2011 16.5225 13.9583 -0.5 -1.5 -1.4
C 9.5731 16.3411 13.8059 0.4 0.9 0.9
H 15.0712 17.1146 14.6726 0.0 -0.3 0.0
H 16.6036 18.2486 13.2070 -0.2 -0.1 -0.3
H 15.7203 19.4657 11.1663 -0.1 0.2 0.1
H 13.2527 19.8415 11.0164 0.1 0.1 -0.1
H 11.6985 18.7431 12.5004 0.4 -0.1 0.0
H 10.6067 18.8211 15.8967 -0.4 -0.5 -0.2
H 8.2158 19.1220 16.1427 0.0 -0.2 -0.3
H 6.6129 17.6688 14.8929 0.5 -0.2 -0.2
H 7.5317 15.8201 13.3776 0.7 1.0 0.8
H 9.9590 15.5647 13.1690 0.0 -0.2 -0.1
```
Positions in Å, forces in eV/Å.

Summary:
Frontier orbital gap (spin up / spin down) ... 3.2 / 3.2 eV
Net charge ... +1
Energy relative to the best compared isomer or geometry (same formula, charge and spin) ... 0.0 kcal per mole
E_LUMO (spin up / spin down) ... -6.01 / -6.01 eV
Highest occupied orbital energy (spin up / spin down) ... -9.2 / -9.2 eV

Here are the Mulliken charges for atoms 1 to 6, given in e: atom 1 (Tl): 0.63, atom 2 (Br): -0.11, atom 3 (C): -0.38, atom 4 (Br): -0.09, atom 5 (H): 0.39, atom 6 (H): 0.21